Record 1
{"formula": "C43H51AsCsN14O4", "method": "wB97M-V/def2-TZVPD", "elements": ["Cs", "C", "N", "C", "C", "C", "C", "C", "C", "N", "C", "C", "C", "C", "C", "C", "N", "C", "C", "C", "C", "C", "N", "H", "H", "H", "H", "H", "H", "H", "H", "H", "H", "H", "H", "H", "H", "H", "H", "H", "H", "O", "C", "N", "C", "O", "C", "C", "C", "C", "C", "N", "C", "C", "C", "C", "C", "N", "H", "H", "H", "H", "H", "H", "H", "H", "C", "N", "C", "C", "N", "N", "C", "N", "N", "H", "H", "H", "H", "H", "H", "H", "H", "H", "H", "H", "O", "N", "N", "O", "C", "C", "C", "C", "C", "C", "H", "H", "H", "H", "H", "C", "As", "C", "C", "H", "H", "H", "H", "H", "H", "H", "H", "H"], "xyz": [[-0.64593, 1.23192, -0.07880], [3.93952, -2.31152, 0.99363], [2.86817, -2.84044, 0.18897], [2.16289, -3.94811, 0.77197], [0.67667, -3.94117, 0.46483], [-0.14094, -4.93440, 0.99358], [-1.50660, -4.85034, 0.78805], [-2.01292, -3.78234, 0.06296], [-1.11386, -2.85793, -0.45208], [0.20380, -2.93854, -0.26352], [3.16733, -3.06631, -1.20517], [3.74739, -1.88353, -1.94648], [4.56766, -2.10152, -3.05386], [5.01722, -1.01062, -3.77841], [4.64462, 0.26518, -3.37233], [3.83233, 0.38416, -2.25508], [3.39015, -0.66160, -1.55971], [3.37342, -1.57855, 2.18064], [3.65964, -1.96616, 3.48460], [3.10971, -1.24235, 4.53699], [2.27328, -0.17866, 4.23696], [2.03408, 0.11371, 2.89699], [2.57773, -0.55414, 1.89764], [4.48281, -1.59206, 0.38702], [4.65772, -3.07526, 1.34421], [2.26281, -3.90149, 1.86052], [2.59863, -4.91792, 0.46338], [0.29002, -5.74389, 1.57235], [-2.17043, -5.60082, 1.20090], [-3.07225, -3.65533, -0.11220], [-1.46332, -2.00930, -1.03223], [2.21794, -3.31217, -1.69360], [3.83668, -3.93757, -1.34914], [4.83334, -3.11148, -3.34089], [5.65095, -1.15225, -4.64583], [4.97385, 1.14719, -3.90527], [3.49429, 1.35387, -1.89720], [4.31304, -2.81097, 3.66671], [3.32073, -1.51493, 5.56441], [1.79625, 0.40932, 5.01082], [1.36378, 0.91962, 2.63405], [-5.10772, -2.33265, -1.10142], [-4.35270, -1.35510, -1.04314], [-3.43162, -0.95863, -1.91301], [-3.46769, -1.14958, -3.23172], [-4.43888, -1.11329, -3.98885], [-2.10898, -1.41803, -3.86863], [-2.07420, -2.19782, -5.02378], [-0.85074, -2.51148, -5.58378], [0.30361, -2.01947, -4.98876], [0.16855, -1.23374, -3.85554], [-1.00408, -0.94260, -3.29436], [-4.42323, -0.49941, 0.20841], [-5.68326, -0.10446, 0.65473], [-5.77377, 0.75044, 1.73535], [-4.60469, 1.16843, 2.35654], [-3.39987, 0.69233, 1.86911], [-3.29720, -0.12638, 0.81860], [-3.01067, -2.53428, -5.44523], [-0.79377, -3.13202, -6.47054], [1.28656, -2.23362, -5.38830], [1.03734, -0.82004, -3.36048], [-6.55758, -0.46839, 0.13322], [-6.73953, 1.09421, 2.08655], [-4.61722, 1.84460, 3.20184], [-2.46416, 0.98012, 2.34204], [2.17398, 5.27183, 0.75755], [1.88169, 5.16032, -0.66015], [0.90711, 6.15827, -1.10104], [1.75124, 3.85291, -1.13222], [1.85695, 2.78104, -0.46983], [1.60500, 3.79372, -2.53078], [0.82712, 2.87082, -3.22296], [0.86140, 3.09364, -4.60519], [0.22224, 1.93215, -2.63202], [2.40399, 6.31363, 0.97976], [3.04627, 4.66790, 1.00593], [1.33125, 4.95573, 1.38283], [1.29418, 7.14957, -0.86081], [-0.06042, 6.01164, -0.61312], [0.75333, 6.11222, -2.17658], [1.83801, 2.91194, 0.53653], [1.94701, 4.58505, -3.04490], [0.89183, 4.05852, -4.89769], [0.15505, 2.57090, -5.09900], [-0.32543, 1.32970, -3.24186], [-0.98221, 4.01326, 0.20623], [-1.34144, 4.34276, 1.36069], [-1.03389, 3.50994, 2.30266], [-0.37511, 2.38908, 2.13470], [-1.42798, 3.87624, 3.62443], [-2.14796, 5.04056, 3.88885], [-2.50599, 5.33359, 5.19302], [-2.16523, 4.47914, 6.23623], [-1.46196, 3.31817, 5.95763], [-1.09019, 3.01056, 4.65580], [-2.41994, 5.69553, 3.07578], [-3.06504, 6.23886, 5.39565], [-2.45341, 4.71621, 7.25244], [-1.20253, 2.63420, 6.75653], [-0.56629, 2.09866, 4.41079], [-1.18273, -1.75508, 6.14048], [-1.39189, -1.10030, 4.29438], [-3.14424, -1.92649, 3.97827], [-0.34971, -2.50477, 3.41006], [-1.32422, -2.83643, 6.18359], [-1.92325, -1.27231, 6.77901], [-0.18903, -1.50836, 6.51601], [-3.14343, -2.95146, 4.35299], [-3.34632, -1.93453, 2.90724], [-3.92971, -1.35479, 4.47242], [-0.79326, -3.48258, 3.60381], [0.68037, -2.49099, 3.76644], [-0.34407, -2.32320, 2.33409]], "atomic_forces_ev_per_a": [[-0.36, -2.21, -1.19], [0.02, -0.11, 0.04], [0.16, -0.04, -0.29], [-0.05, 0.01, 0.03], [0.00, -0.09, -0.01], [0.02, -0.04, -0.05], [-0.04, 0.00, -0.01], [-0.01, 0.04, 0.00], [-0.04, 0.06, -0.02], [0.03, 0.05, 0.02], [-0.05, -0.01, 0.09], [-0.10, 0.07, -0.10], [-0.02, 0.06, 0.02], [-0.03, 0.09, 0.04], [0.06, -0.14, -0.06], [-0.13, 0.05, 0.05], [-0.02, -0.07, -0.02], [0.17, -0.16, 0.18], [0.04, 0.12, 0.07], [-0.08, 0.09, -0.11], [0.09, -0.14, 0.09], [-0.10, 0.12, 0.37], [-0.10, 0.06, -0.25], [0.09, 0.07, 0.02], [0.00, -0.07, -0.05], [0.02, 0.03, -0.01], [-0.02, -0.01, 0.04], [0.01, 0.00, 0.01], [-0.01, 0.01, 0.00], [-0.07, -0.01, -0.03], [-0.07, -0.06, 0.01], [0.03, -0.01, 0.00], [0.03, 0.02, -0.01], [0.02, 0.00, 0.01], [0.00, 0.00, 0.00], [-0.01, 0.00, -0.02], [0.00, -0.05, 0.00], [-0.02, -0.01, 0.00], [-0.01, 0.00, -0.01], [0.01, 0.00, 0.00], [-0.12, 0.21, -0.02], [-0.02, 0.03, 0.02], [-0.16, -0.14, -0.06], [0.38, 0.27, 0.18], [-0.22, -0.21, -0.14], [0.04, -0.02, 0.02], [-0.02, 0.02, 0.05], [-0.01, 0.02, -0.01], [0.03, 0.00, 0.00], [-0.01, 0.01, 0.00], [-0.01, -0.07, 0.00], [-0.03, 0.03, -0.07], [0.03, 0.03, 0.02], [-0.02, -0.02, 0.01], [0.00, 0.01, 0.03], [0.02, 0.02, 0.03], [-0.05, -0.07, 0.04], [-0.22, 0.10, -0.02], [-0.01, 0.01, 0.01], [0.00, 0.01, 0.00], [0.00, 0.00, 0.01], [0.15, 0.06, 0.07], [0.01, -0.01, -0.01], [0.00, 0.00, 0.00], [0.00, 0.01, 0.00], [-0.02, 0.03, 0.03], [0.03, 0.00, -0.01], [-0.12, 0.04, -0.08], [-0.03, 0.05, 0.02], [0.11, -0.03, 0.08], [0.42, -0.07, -0.09], [-0.09, 0.05, 0.02], [0.06, 0.00, 0.00], [0.05, -0.01, -0.02], [0.19, 0.15, -0.67], [-0.01, 0.00, 0.01], [0.00, -0.01, 0.00], [-0.01, 0.00, 0.01], [0.01, 0.00, -0.01], [0.01, 0.00, 0.00], [0.00, -0.02, 0.00], [-0.02, 0.21, -0.03], [0.05, -0.01, 0.01], [-0.03, 0.01, 0.01], [-0.01, 0.01, 0.00], [0.03, 0.07, -0.07], [-0.01, 0.24, 0.23], [-0.07, 0.14, 0.05], [0.06, 0.18, 0.28], [0.17, 1.06, 1.20], [-0.05, -0.06, 0.00], [0.01, 0.02, 0.01], [-0.01, 0.00, 0.01], [0.00, 0.00, 0.00], [0.00, 0.00, 0.00], [-0.03, -0.01, 0.01], [0.00, 0.00, 0.00], [0.00, 0.00, 0.00], [0.00, 0.00, 0.00], [0.00, 0.00, 0.00], [0.01, -0.01, 0.00], [0.01, -0.05, -0.02], [0.02, -0.02, -0.01], [0.00, 0.00, -0.01], [-0.02, 0.02, -0.01], [0.00, 0.00, 0.02], [0.00, 0.00, 0.00], [0.01, 0.00, -0.01], [-0.01, 0.00, 0.00], [0.01, 0.00, 0.01], [0.01, 0.01, 0.00], [0.02, 0.00, 0.00], [0.01, 0.02, 0.00], [-0.03, 0.01, 0.04]], "lumo_ev": 1.83, "gap_ev": 6.93, "relative_energy_kcal_mol": 25.8, "largest_force_ev_per_a": 2.539, "total_charge": -1}

Record 2
{"formula": "C3H9BrOSi", "method": "wB97M-V/def2-TZVPD", "elements": ["C", "C", "C", "O", "Si", "Br", "H", "H", "H", "H", "H", "H", "H", "H", "H"], "xyz": [[-1.87642, -0.72975, -0.31471], [1.28741, 1.41746, -0.76200], [0.68771, -0.29263, 1.86946], [-0.54236, -0.73625, -0.80028], [0.70298, -0.18348, -0.00656], [-5.36368, -0.80045, -1.02000], [-1.90012, -0.60969, 0.71592], [-2.34019, -1.66818, -0.42276], [-2.43654, 0.08058, -0.68538], [2.18804, 1.78613, -0.27922], [1.49106, 1.35321, -1.82299], [0.43587, 2.00473, -0.76859], [-0.25604, -0.00707, 2.12005], [0.81184, -1.30368, 2.22250], [1.15549, 0.50705, 2.38098]], "atomic_forces_ev_per_a": [[-0.10, -0.59, 0.24], [1.90, -2.05, -0.37], [1.16, -0.79, -1.86], [0.00, -0.30, -0.66], [0.85, 1.16, 0.65], [0.31, 0.06, 0.09], [0.25, 0.43, 2.26], [-0.59, -1.01, -1.01], [-0.75, 0.79, -1.18], [-0.30, 0.44, 0.20], [0.27, -0.46, -0.30], [-1.70, 1.75, 0.67], [-3.50, 0.33, 0.48], [0.46, -0.08, 0.40], [1.72, 0.32, 0.39]], "lumo_ev": [-1.89, -3.67], "gap_ev": [6.26, 2.49], "relative_energy_kcal_mol": 110.2, "largest_force_ev_per_a": 3.546, "total_charge": 0}

Record 3
{"formula": "C19H41FN3O3P", "method": "wB97M-V/def2-TZVPD", "elements": ["N", "C", "C", "C", "C", "C", "F", "C", "C", "N", "P", "N", "H", "H", "H", "H", "H", "H", "H", "H", "H", "H", "H", "C", "C", "O", "C", "C", "H", "H", "H", "H", "H", "H", "H", "H", "H", "H", "C", "C", "O", "C", "C", "H", "H", "H", "H", "H", "H", "H", "H", "H", "H", "C", "C", "O", "C", "C", "H", "H", "H", "H", "H", "H", "H", "H", "H", "H"], "xyz": [[2.91537, -5.87457, -1.62971], [3.19412, -4.98952, -0.69417], [3.63335, -3.94226, 0.53436], [3.21445, -2.44892, 0.01113], [3.94681, -1.19928, 0.77049], [4.89429, -1.59596, 2.04423], [6.21352, -2.21805, 1.64855], [2.94647, -4.41456, 1.94403], [1.70206, -3.48306, 2.46413], [0.87666, -2.51408, 2.79619], [2.35222, -6.24058, 2.01774], [0.74201, -6.18568, 1.84830], [4.80259, -4.10807, 0.65696], [3.55926, -2.39155, -1.12987], [2.03039, -2.29536, -0.03579], [3.10724, -0.45266, 1.16645], [4.59158, -0.58055, -0.01894], [4.34840, -2.20635, 2.89776], [5.20405, -0.56506, 2.55950], [3.79859, -4.31928, 2.77514], [2.65142, -6.73171, 3.34448], [3.02639, -7.11136, 1.08319], [0.48779, -6.79017, 1.03276], [2.66944, 3.40903, 0.13564], [4.01091, 2.71118, -0.01908], [4.05399, 1.79986, -1.11434], [3.82027, 2.35145, -2.40805], [4.82298, 3.42420, -2.79800], [1.86602, 2.67205, 0.25891], [2.68035, 4.06842, 1.00977], [2.42271, 4.01639, -0.73730], [4.20751, 2.12536, 0.88455], [4.82606, 3.43661, -0.09852], [2.79353, 2.72537, -2.47869], [3.89547, 1.52247, -3.12158], [4.78757, 4.28249, -2.12299], [4.62005, 3.78479, -3.81079], [5.84239, 3.02483, -2.76577], [-2.32759, -1.50136, 3.63415], [-2.60255, -2.04237, 2.24053], [-3.95390, -1.87012, 1.82088], [-4.43044, -0.52822, 1.75153], [-3.64434, 0.34333, 0.78679], [-2.98799, -1.97980, 4.36818], [-1.28747, -1.69087, 3.91924], [-2.49930, -0.42498, 3.69490], [-2.40805, -3.11966, 2.23809], [-1.91983, -1.60509, 1.50588], [-4.45722, -0.08537, 2.75261], [-5.47113, -0.58135, 1.41077], [-2.59678, 0.43878, 1.08187], [-4.07444, 1.34843, 0.74493], [-3.66238, -0.08789, -0.21991], [-6.92403, 4.48944, -2.11398], [-5.72075, 4.63960, -3.03053], [-4.52553, 4.07648, -2.49546], [-4.55256, 2.67866, -2.21628], [-4.83220, 1.82305, -3.44020], [-6.72310, 4.95085, -1.13903], [-7.80354, 4.96872, -2.55646], [-7.17071, 3.44144, -1.93332], [-5.52538, 5.70623, -3.18053], [-5.92490, 4.22221, -4.02105], [-5.26806, 2.46801, -1.41461], [-3.56339, 2.41757, -1.82212], [-5.81250, 2.03568, -3.87307], [-4.80435, 0.76151, -3.17695], [-4.08385, 2.01119, -4.21756]], "atomic_forces_ev_per_a": [[2.64, 8.48, 8.93], [-1.76, -6.33, -6.19], [-0.53, -0.80, -1.28], [0.15, 0.34, -1.43], [0.24, 0.16, 0.15], [0.26, 1.93, 0.47], [-3.06, 0.84, 0.68], [0.78, 0.94, 1.58], [-4.94, 7.27, 1.61], [7.90, -9.29, -3.11], [-3.33, 0.19, -0.06], [1.89, -1.01, -1.03], [-2.54, 0.59, -0.39], [-0.72, -0.29, 2.51], [2.68, -0.64, 0.44], [1.90, -1.68, -0.64], [-1.37, -1.41, 1.85], [1.37, 0.83, -2.08], [-0.54, -2.32, -1.18], [-1.90, 0.06, -1.70], [0.59, 0.61, -0.77], [0.24, 0.86, 0.68], [0.04, 0.75, 0.90], [-0.16, -0.04, -0.05], [-0.13, 0.02, -0.08], [0.03, -0.18, 0.07], [0.06, 0.03, -0.02], [0.14, 0.07, 0.07], [0.16, 0.13, 0.03], [0.01, -0.12, -0.11], [0.05, 0.05, 0.07], [0.04, -0.13, -0.23], [-0.03, 0.07, -0.03], [0.03, 0.08, 0.02], [0.00, 0.00, 0.32], [-0.07, 0.00, -0.10], [0.01, -0.07, 0.11], [-0.15, 0.02, -0.04], [-0.04, 0.03, 0.19], [0.01, 0.00, 0.16], [-0.20, 0.04, -0.08], [0.09, -0.18, -0.03], [0.13, 0.02, -0.10], [0.12, 0.04, -0.15], [-0.21, -0.01, -0.10], [0.07, 0.02, -0.02], [-0.22, 0.14, -0.12], [0.05, 0.07, 0.04], [0.08, 0.07, -0.01], [0.19, -0.23, 0.08], [-0.08, 0.06, 0.04], [0.02, -0.10, 0.01], [-0.04, 0.05, 0.11], [-0.03, -0.03, 0.18], [0.02, -0.05, 0.13], [0.08, 0.06, 0.01], [0.01, 0.07, -0.10], [-0.03, 0.01, -0.16], [-0.04, -0.04, -0.21], [0.14, -0.04, 0.06], [-0.05, 0.03, -0.08], [0.22, -0.19, 0.07], [-0.07, -0.07, 0.00], [-0.07, -0.04, -0.05], [-0.13, 0.28, -0.06], [0.01, -0.08, 0.08], [0.01, 0.12, -0.01], [-0.06, -0.04, 0.13]], "lumo_ev": 0.25, "gap_ev": 9.24, "relative_energy_kcal_mol": 77.5, "smiles": "N#C[C@@H](CCCF)[C@@H](C#N)[PH2]=N.CCOCC.CCOCC.CCOCC", "largest_force_ev_per_a": 12.599, "total_charge": 0}

Record 4
{"formula": "C19H24FN3O4S", "method": "wB97M-V/def2-TZVPD", "elements": ["C", "O", "C", "O", "C", "C", "C", "S", "O", "O", "N", "C", "C", "C", "C", "N", "C", "C", "C", "C", "C", "F", "C", "C", "C", "C", "C", "N", "H", "H", "H", "H", "H", "H", "H", "H", "H", "H", "H", "H", "H", "H", "H", "H", "H", "H", "H", "H", "H", "H", "H", "H"], "xyz": [[-7.76921, -3.47737, -0.04107], [-6.74319, -2.50254, 0.08862], [-7.15413, -1.23282, 0.16259], [-8.31455, -0.88953, 0.11871], [-6.04723, -0.29014, 0.30228], [-4.67750, -0.45797, 0.37158], [-4.12440, 0.82237, 0.50803], [-2.40597, 1.22484, 0.62978], [-1.76881, 0.29743, 1.51517], [-2.31230, 2.63433, 0.89509], [-1.90998, 0.91978, -0.93921], [-0.76314, 0.06300, -1.14764], [0.57719, 0.80690, -1.15162], [0.82669, 1.52551, 0.17505], [2.20327, 2.20054, 0.14820], [3.29651, 1.28766, -0.12190], [3.64381, 0.42266, 0.99296], [4.99774, -0.20029, 0.77725], [6.04874, 0.58248, 0.31149], [7.30291, 0.03833, 0.11163], [7.49631, -1.30306, 0.38978], [8.72055, -1.84435, 0.19841], [6.47291, -2.10601, 0.85491], [5.22176, -1.54418, 1.04300], [3.07195, 0.57526, -1.36437], [1.72784, -0.16449, -1.42292], [-5.16192, 1.73038, 0.51823], [-6.31292, 1.04882, 0.39312], [-8.45006, -3.42778, 0.81108], [-7.26829, -4.44099, -0.07504], [-8.34047, -3.30830, -0.95621], [-4.14093, -1.38255, 0.33712], [-1.87277, 1.77968, -1.46489], [-0.78555, -0.66032, -0.33086], [-0.90037, -0.46801, -2.09648], [0.55492, 1.55431, -1.95667], [0.05632, 2.27543, 0.35882], [0.77843, 0.80523, 0.99342], [2.39484, 2.70296, 1.09861], [2.21661, 2.95826, -0.64321], [2.90292, -0.36922, 1.18348], [3.68947, 1.05129, 1.88883], [5.86412, 1.62324, 0.09697], [8.12550, 0.63429, -0.25111], [6.65825, -3.14862, 1.05988], [4.41259, -2.16281, 1.40336], [3.89502, -0.12771, -1.51193], [3.10769, 1.31460, -2.17155], [1.71192, -0.96034, -0.67610], [1.61230, -0.62653, -2.40518], [-5.11406, 2.79581, 0.61569], [-7.25128, 1.42049, 0.37482]], "atomic_forces_ev_per_a": [[-0.41, -0.13, -0.04], [0.37, 0.25, 0.04], [-0.22, -0.02, -0.02], [0.11, -0.02, 0.01], [0.54, -0.26, 0.01], [-0.48, -0.18, -0.03], [0.44, 0.40, 0.20], [-0.86, 0.15, -0.52], [-0.06, -0.25, -0.23], [-0.19, -0.03, -0.20], [-0.25, 0.21, 0.82], [0.51, -0.21, -0.10], [-0.13, -0.37, 0.30], [0.28, 0.18, -0.26], [-0.23, 0.03, 0.12], [0.08, 0.06, 0.12], [0.00, 0.12, -0.01], [-0.03, -0.11, 0.05], [-0.03, -0.13, 0.07], [0.15, -0.16, 0.02], [-0.12, -0.02, 0.03], [-0.10, 0.05, 0.01], [0.31, -0.02, -0.06], [-0.01, 0.20, -0.03], [-0.04, -0.23, -0.14], [0.05, 0.38, -0.10], [0.39, 0.26, 0.08], [-0.27, -0.06, -0.03], [0.06, -0.03, -0.08], [-0.01, 0.06, 0.00], [0.05, -0.04, 0.08], [0.05, -0.28, -0.02], [-0.13, 0.24, -0.02], [0.18, -0.15, -0.16], [0.01, -0.01, 0.12], [0.01, 0.03, -0.04], [0.08, 0.04, 0.06], [-0.03, -0.04, 0.06], [0.01, 0.05, -0.04], [-0.05, 0.07, 0.05], [0.05, 0.02, 0.07], [-0.12, -0.05, -0.02], [-0.01, 0.12, -0.05], [0.10, 0.04, -0.03], [0.05, -0.10, 0.00], [-0.11, -0.05, 0.02], [-0.02, 0.07, -0.10], [0.02, -0.06, -0.07], [-0.04, -0.11, 0.04], [0.00, -0.10, -0.03], [-0.07, 0.21, 0.02], [0.11, 0.00, 0.00]], "lumo_ev": 0.59, "gap_ev": 8.94, "relative_energy_kcal_mol": 4.8, "smiles": "COC(=O)c1cc(S(=O)(=O)NCC2CCN(Cc3ccc(F)cc3)CC2)c[nH]1", "largest_force_ev_per_a": 1.014, "total_charge": 0}